1.
Density functional theory data (ωB97M-V/def2-TZVPD) for a cluster of 3 separate species, C34H51ClIN3O10PS in total in a non-equilibrium geometry.

Structure (XYZ):
```
102
Properties=species:S:1:pos:R:3:forces:R:3
C -0.857 -2.222 1.970 0.322 1.779 0.133
C -0.313 -1.517 3.162 -0.386 -2.541 -0.206
N 0.753 -0.446 3.176 -1.372 -1.761 -3.268
C 2.021 -0.684 2.388 -1.102 0.879 0.914
N 2.460 -1.810 1.694 -0.709 2.971 1.749
C 3.796 -1.875 0.943 1.199 -0.624 0.775
C 3.694 -2.722 -0.458 0.354 -0.091 0.270
C 4.607 -1.894 -1.571 0.627 -0.659 0.958
C 5.181 -2.873 -2.760 -0.797 0.898 0.700
C 3.912 -3.746 -3.346 1.130 0.162 -0.282
C 2.594 -2.844 -3.741 -1.467 -2.110 -0.389
O 2.903 -1.509 -4.281 -3.175 1.858 0.997
C 1.693 -0.661 -4.325 -4.834 -2.599 -0.845
C 1.821 0.982 -4.213 0.268 -0.839 -0.820
O 0.458 -1.204 -4.501 7.966 3.102 1.321
N 2.755 0.636 2.574 -2.064 -1.579 -0.182
C 3.626 0.790 3.799 2.374 0.057 0.895
C 4.270 -0.608 4.374 0.626 0.417 1.147
C 3.323 -1.419 5.440 0.032 -1.604 -0.017
C 3.988 -1.616 6.936 3.895 2.552 3.925
O 4.856 -0.785 7.517 -5.733 -5.286 -4.201
O 3.608 -2.838 7.720 -0.846 2.833 -4.206
C 1.609 1.657 2.413 0.405 0.339 0.177
I 1.188 1.379 0.238 0.196 0.392 0.474
C 2.046 3.196 2.763 -0.678 -0.014 1.579
Cl 3.673 3.695 1.944 -1.825 -0.764 0.719
C 0.895 4.331 2.499 0.207 1.338 0.036
C 0.868 4.965 0.988 -1.177 -0.067 -0.714
C 0.260 1.016 3.166 1.291 -0.380 -0.331
C -1.201 1.298 2.404 -1.126 -0.241 -0.076
C -2.486 1.251 3.431 -1.550 -0.386 -1.073
C -3.911 1.097 2.569 -3.083 -0.892 -1.957
C -4.934 2.335 2.237 -1.093 -4.121 -1.411
C -6.345 1.998 1.406 1.911 -3.246 0.669
C -6.743 0.454 0.917 3.472 0.419 2.149
C -5.706 -0.792 1.238 1.178 4.623 1.554
C -4.329 -0.405 2.060 -2.145 1.804 -0.815
P 0.106 1.311 5.085 -0.711 1.625 0.710
S -0.322 3.148 5.556 0.180 -0.004 -0.122
H -0.503 -3.266 1.560 -1.989 1.279 2.084
H -1.689 -1.671 1.322 3.087 -0.495 0.221
H -0.726 -1.870 4.224 2.229 0.147 -2.047
H 1.876 -2.684 1.650 0.468 1.612 0.294
H 4.532 -2.465 1.675 -1.510 1.275 -1.651
H 4.244 -0.799 0.841 -1.261 -1.979 0.032
H 2.584 -2.902 -0.814 2.180 0.675 0.771
H 4.130 -3.808 -0.229 -0.781 2.408 -0.655
H 5.560 -1.512 -0.963 -2.104 -0.552 -1.366
H 3.980 -0.980 -1.953 1.304 -1.801 0.626
H 5.664 -2.154 -3.574 -1.033 -1.826 1.657
H 6.018 -3.556 -2.252 -1.905 1.351 -1.400
H 4.293 -4.308 -4.300 -0.867 1.066 1.779
H 3.652 -4.586 -2.543 0.190 1.953 -1.801
H 1.811 -2.741 -2.853 1.837 -0.124 -1.792
H 2.015 -3.435 -4.599 1.207 1.241 1.969
H 2.351 1.338 -3.232 -0.815 -0.886 -1.978
H 0.739 1.428 -4.261 2.132 -1.142 0.084
H 2.418 1.326 -5.179 -1.110 -0.595 2.214
H 4.555 1.459 3.460 -2.185 -1.431 0.675
H 3.132 1.373 4.690 0.662 -1.296 -1.780
H 5.250 -0.292 4.978 -2.208 -0.612 -1.319
H 4.631 -1.361 3.555 -0.829 1.678 1.376
H 3.198 -2.521 4.999 0.126 2.254 1.074
H 2.236 -1.001 5.560 2.169 -0.623 -0.150
H 2.893 -3.262 7.127 1.554 0.644 1.501
H 2.286 3.233 3.932 -0.543 -0.186 -2.614
H 1.149 5.238 3.233 -0.469 -2.214 -1.470
H -0.202 3.999 2.798 2.614 0.302 -0.491
H 1.103 6.120 0.966 -0.379 -2.472 0.212
H 1.551 4.426 0.206 -1.174 1.050 1.721
H -0.249 4.830 0.591 2.450 0.410 0.727
H -1.428 0.479 1.566 0.851 1.726 1.949
H -1.241 2.331 1.856 0.533 -1.952 1.129
H -2.394 0.256 4.047 -0.372 2.078 -0.917
H -2.626 2.217 4.082 0.672 -2.109 -1.122
H -4.706 3.435 2.566 -0.474 -2.418 -0.673
H -7.157 2.829 1.153 2.172 -1.844 0.722
H -7.759 0.193 0.354 2.618 0.883 1.445
H -5.907 -1.919 0.933 0.370 2.803 0.673
H -3.607 -1.317 2.315 -1.661 2.216 -0.453
H -0.958 0.483 5.670 1.250 -0.067 -0.981
H 1.308 0.956 5.806 -0.637 -0.483 -0.965
C -1.476 -0.427 -6.961 -0.052 -0.649 1.073
C -0.322 -0.265 -7.896 0.963 -0.470 0.090
O -0.916 0.298 -9.051 -0.820 0.421 0.103
C -2.063 0.916 -8.646 -1.514 1.640 -1.643
O -2.737 1.648 -9.351 1.563 -1.699 1.674
O -2.357 0.610 -7.348 0.063 0.445 -0.888
H -1.182 -0.315 -5.914 -0.185 0.028 -0.226
H -1.985 -1.389 -7.087 0.061 0.067 -0.026
H 0.433 0.429 -7.513 -0.049 -0.025 -0.010
H 0.159 -1.218 -8.133 -0.083 0.223 -0.124
C -6.690 1.371 -3.732 0.520 0.987 -0.416
C -7.400 0.361 -4.574 -0.253 0.134 -1.188
O -7.454 -0.779 -3.737 0.152 0.070 1.206
C -7.357 -0.333 -2.451 -0.342 -1.291 1.597
O -7.538 -1.028 -1.465 0.305 1.311 -2.236
O -7.032 0.993 -2.412 -0.382 -1.031 0.288
H -7.021 2.392 -3.940 0.048 -0.166 0.219
H -5.602 1.319 -3.844 -0.094 -0.013 0.013
H -8.422 0.666 -4.822 0.097 -0.031 0.041
H -6.861 0.138 -5.499 -0.127 -0.133 0.207
```
Positions in Å, forces in eV/Å.

Summary:
E_tot in Eh: -3739.1552
Total charge: +1

Mulliken population analysis, charges in e, atoms 1 to 99: -0.858 -0.476 1.205 -0.870 0.407 -0.637 -0.285 -0.407 -0.727 -0.548 -0.302 -0.282 0.712 -0.869 -0.587 0.680 -0.427 -0.637 -0.468 0.502 -0.516 -0.453 -1.171 0.184 0.089 -0.136 -0.234 -0.903 0.350 -0.419 -0.217 -0.007 -0.427 -0.524 -0.311 -0.510 -0.099 0.064 -0.285 0.318 0.095 0.247 0.256 0.233 0.455 0.062 0.289 0.437 0.112 0.278 0.330 0.374 0.224 0.148 0.331 0.246 0.254 0.319 0.390 0.112 0.536 0.068 0.342 0.189 0.347 0.385 0.397 0.055 0.286 0.215 0.223 0.280 0.272 0.158 0.378 0.284 0.277 0.389 0.318 0.146 0.178 0.178 -0.079 -0.178 -0.335 0.600 -0.541 -0.333 0.131 0.247 0.181 0.307 -0.258 -0.357 -0.330 0.644 -0.527 -0.253 0.279

2.
Density functional theory data (ωB97M-V/def2-TZVPD) for a cluster of 4 separate species, C16H31ClNO11S in total.

Structure (XYZ):
```
61
Properties=species:S:1:pos:R:3:forces:R:3
C -0.755 -2.563 -3.776 0.001 0.526 -0.122
N -0.254 -3.043 -5.069 0.002 -0.314 0.058
S -1.440 -2.763 -6.258 -0.214 -0.092 0.080
C 0.358 -4.405 -4.937 -0.086 -0.426 -0.423
C -0.374 -5.325 -3.961 -0.009 -0.272 -0.183
Cl 0.342 -5.270 -6.537 -0.049 0.327 0.044
C 1.860 -4.196 -4.501 0.767 0.181 -0.496
O 1.963 -4.012 -3.268 0.036 0.052 0.219
O 2.739 -4.195 -5.383 -0.645 0.012 0.560
H -0.723 -1.476 -3.764 0.082 0.114 -0.048
H -0.125 -2.930 -2.975 0.131 -0.104 0.022
H -1.799 -2.841 -3.606 -0.058 -0.219 0.189
H -0.685 -2.194 -7.206 0.172 0.035 0.001
H 0.040 -5.203 -2.967 -0.115 0.192 0.132
H -0.195 -6.350 -4.267 0.074 -0.147 0.043
H -1.451 -5.177 -3.974 -0.133 0.123 0.001
C -4.584 -1.893 1.996 -0.024 0.153 -0.127
C -4.921 -3.124 1.183 0.109 -0.097 0.294
O -5.633 -2.792 -0.017 -0.059 -0.007 -0.003
C -4.872 -2.330 -1.013 -0.043 -0.087 -0.051
O -3.678 -2.199 -0.985 0.069 0.059 0.023
O -5.665 -2.055 -2.046 -0.047 0.020 -0.018
C -4.981 -1.516 -3.183 0.033 0.050 -0.199
H -5.485 -1.314 2.199 -0.020 -0.053 0.063
H -4.128 -2.181 2.944 -0.008 -0.024 0.010
H -3.885 -1.253 1.459 0.050 -0.049 -0.005
H -5.592 -3.777 1.739 -0.095 0.013 -0.088
H -4.026 -3.694 0.933 0.030 0.066 -0.088
H -4.154 -2.155 -3.482 0.061 0.021 0.061
H -4.616 -0.515 -2.963 0.091 -0.033 0.028
H -5.709 -1.469 -3.988 -0.097 -0.035 0.079
C 1.984 -2.597 -0.407 0.172 0.201 0.146
C 0.930 -1.875 0.399 -0.164 -0.367 -0.209
O 1.485 -0.819 1.218 0.034 -0.010 0.069
C 1.746 0.320 0.596 -0.115 -0.061 0.072
O 1.520 0.589 -0.553 0.017 0.040 -0.075
O 2.291 1.163 1.489 0.043 0.059 0.050
C 2.667 2.424 0.940 0.061 0.180 0.077
H 2.778 -2.960 0.249 -0.057 -0.065 0.021
H 1.552 -3.442 -0.943 0.027 0.028 -0.081
H 2.435 -1.944 -1.150 -0.067 -0.016 -0.092
H 0.463 -2.554 1.111 0.025 0.094 0.114
H 0.146 -1.467 -0.238 0.062 0.120 -0.019
H 1.835 2.884 0.411 0.009 -0.053 -0.088
H 3.514 2.307 0.265 -0.060 -0.005 -0.090
H 2.958 3.055 1.776 -0.002 -0.095 0.077
C 4.587 7.453 6.317 -0.118 -0.160 0.037
C 4.388 7.715 4.840 0.185 0.244 0.132
O 3.814 6.583 4.172 0.027 -0.030 -0.029
C 2.499 6.436 4.327 0.023 0.008 -0.101
O 1.769 7.172 4.938 -0.038 0.016 0.067
O 2.128 5.339 3.670 -0.014 -0.041 -0.023
C 0.737 5.022 3.777 -0.158 -0.144 -0.073
H 5.173 6.545 6.466 0.071 0.043 -0.016
H 5.111 8.289 6.780 0.021 0.012 -0.018
H 3.631 7.323 6.822 -0.023 0.058 -0.018
H 5.345 7.876 4.349 -0.015 -0.106 -0.078
H 3.769 8.595 4.670 -0.100 -0.056 0.016
H 0.118 5.871 3.497 0.041 0.068 0.062
H 0.499 4.706 4.791 -0.010 0.078 0.030
H 0.557 4.200 3.091 0.116 -0.024 -0.012
```
Positions in Å, forces in eV/Å.

Summary:
E_tot in Eh: -2369.1146
Total charge: -1

From a Mulliken analysis of the wavefunction, the atomic charges in e read: -0.737 -0.101 -0.273 0.920 -1.384 -0.231 0.352 -0.619 -0.759 0.397 0.026 0.294 0.133 0.226 0.512 0.245 -1.078 -0.176 -0.369 0.768 -0.510 -0.356 -0.437 0.292 0.350 0.299 0.289 0.297 0.138 0.280 0.220 -1.051 -0.214 -0.363 0.779 -0.557 -0.357 -0.598 0.381 0.272 0.287 0.300 0.337 0.301 0.319 0.148 -1.089 -0.193 -0.355 0.733 -0.564 -0.234 -0.640 0.291 0.350 0.312 0.291 0.315 0.314 0.311 0.165

3.
Density functional theory data (ωB97M-V/def2-TZVPD) for a cluster of 10 separate species, C37H48N9O in total in a non-equilibrium geometry.

Structure (XYZ):
```
95
Properties=species:S:1:pos:R:3:forces:R:3
C 0.392 -0.431 -0.274 -0.731 2.115 -1.744
O -0.650 0.349 -0.733 -0.403 0.387 0.027
H 0.034 -1.068 0.431 -0.869 -2.924 1.903
H 1.041 0.183 0.266 1.989 0.972 0.706
H 0.843 -0.852 -1.137 1.147 -1.082 -0.344
N -0.858 1.896 1.452 -0.996 -0.420 -0.564
C -0.202 3.060 1.714 -3.163 1.385 4.381
C -1.087 3.644 2.836 2.834 -0.911 -3.366
C -2.197 2.814 2.941 0.530 -0.907 -1.042
C -2.139 1.732 2.083 4.779 3.190 -0.094
H -0.645 1.266 0.669 -0.064 0.091 -0.356
H 0.704 3.531 1.250 -1.167 -1.130 0.349
H -0.914 4.582 3.339 0.000 -0.028 -0.014
H -3.001 2.928 3.565 -1.767 0.598 1.589
H -2.734 0.926 1.847 -1.012 -1.533 -0.165
N 3.357 3.225 0.431 0.541 1.397 -1.498
C 2.445 3.109 -0.559 -0.658 0.232 -1.167
C 2.670 4.102 -1.522 0.490 -1.434 0.865
C 3.835 4.824 -1.148 0.350 -1.850 2.570
C 4.271 4.225 0.162 -0.751 1.147 -2.477
H 3.335 2.654 1.231 0.234 -0.605 0.800
H 1.727 2.269 -0.630 0.524 0.809 0.383
H 2.106 4.065 -2.446 0.179 0.587 0.124
H 4.284 5.549 -1.828 0.207 -0.073 0.825
H 5.145 4.381 0.845 -1.139 0.037 -0.933
N -0.624 -0.777 3.252 0.633 -0.271 -1.695
C -1.037 -0.334 4.469 -0.050 -0.996 -1.544
C -1.719 -1.360 4.991 -0.957 -2.029 1.421
C -1.622 -2.538 4.174 1.202 3.299 -3.434
C -1.018 -2.093 2.938 -0.266 1.790 4.332
H -0.116 -0.158 2.645 -0.061 -0.101 -0.387
H -0.977 0.674 4.785 0.277 0.672 0.034
H -2.362 -1.220 5.832 0.018 -0.399 0.710
H -2.041 -3.477 4.174 -1.149 -1.768 0.766
H -0.956 -2.484 1.947 0.401 -0.338 -0.190
N 4.221 1.669 2.745 2.005 2.295 1.947
C 3.060 1.008 2.651 2.567 -3.887 -4.345
C 3.454 0.007 1.615 -0.538 1.993 2.134
C 4.844 0.220 1.271 -1.035 -1.240 -0.650
C 5.324 1.250 1.982 -1.024 1.466 1.744
H 4.321 2.374 3.440 0.232 0.574 0.367
H 2.162 1.229 3.199 0.039 0.051 -0.003
H 2.782 -0.732 1.255 -0.083 -0.476 -0.346
H 5.504 -0.291 0.583 -0.629 -0.396 -0.133
H 6.322 1.751 2.056 -1.373 -0.578 -0.078
N -2.778 -3.956 -0.039 -0.537 -0.144 2.292
C -2.947 -5.300 -0.085 2.436 -1.959 -3.208
C -1.896 -5.756 -1.094 -3.492 -0.562 2.726
C -1.185 -4.626 -1.444 0.512 -0.202 0.067
C -1.647 -3.599 -0.679 0.325 1.392 -1.062
H -3.405 -3.389 0.552 1.048 -0.066 -0.627
H -3.688 -5.855 0.522 0.542 0.624 -0.797
H -1.772 -6.779 -1.453 -0.130 0.434 0.190
H -0.419 -4.493 -2.198 0.080 -0.295 0.311
H -1.120 -2.668 -0.655 -0.788 0.803 0.148
N 2.984 -4.298 1.137 -2.686 0.988 0.596
C 2.346 -3.310 0.291 -0.362 -1.057 0.749
C 3.257 -2.629 -0.507 1.125 -3.301 2.420
C 4.510 -3.262 -0.122 0.775 -1.376 2.220
C 4.319 -4.259 1.067 -0.745 4.744 -6.394
H 2.489 -4.879 1.863 0.500 1.271 -1.382
H 1.253 -3.192 0.264 0.676 -0.394 0.366
H 2.995 -1.877 -1.239 0.367 -0.166 0.072
H 5.477 -3.095 -0.625 -0.544 0.013 0.621
H 4.978 -4.847 1.618 0.867 -0.796 0.615
N -0.803 -0.439 -3.257 -0.139 -0.237 -0.276
C -0.295 -1.728 -3.448 -1.374 2.735 0.507
C -0.845 -2.121 -4.610 1.290 -2.649 -1.982
C -1.597 -1.142 -5.275 -0.261 2.728 4.132
C -1.672 -0.042 -4.282 1.591 -2.213 -0.556
H -0.604 0.010 -2.342 -0.793 0.463 -0.281
H 0.325 -2.217 -2.707 -0.090 0.120 -0.318
H -0.501 -3.091 -4.977 -0.606 0.196 -0.449
H -2.142 -1.217 -6.167 -0.528 -0.079 -0.953
H -2.231 0.923 -4.184 0.747 -1.175 -0.341
N -1.072 2.812 -1.544 -0.391 -0.791 1.599
C -1.790 3.763 -0.842 3.425 3.318 -8.451
C -1.622 4.950 -1.857 -1.484 -1.897 4.707
C -0.773 4.547 -2.916 -1.547 1.331 0.773
C -0.509 3.243 -2.734 0.751 -3.649 1.292
H -0.880 1.850 -1.099 -0.055 1.043 -1.254
H -2.294 3.595 0.033 -1.051 -0.248 1.906
H -2.108 5.884 -1.510 0.705 -0.366 -1.062
H -0.470 5.152 -3.735 0.161 0.333 -0.458
H 0.073 2.431 -3.265 -0.681 1.516 0.366
N -3.182 -0.188 -0.787 -3.692 -1.182 -2.432
C -4.151 0.691 -0.304 -2.606 -3.260 -2.239
C -5.448 0.119 -0.876 3.076 1.860 1.068
C -5.118 -0.896 -1.836 1.401 -0.100 1.559
C -3.694 -1.120 -1.770 -3.771 3.676 2.909
H -2.202 -0.101 -0.745 2.074 0.679 0.459
H -3.907 1.599 0.294 -0.397 -1.210 -0.633
H -6.436 0.470 -0.541 0.596 -0.155 -0.560
H -5.888 -1.497 -2.368 0.974 0.527 0.324
H -3.153 -1.839 -2.279 1.412 -0.979 -0.683
```
Positions in Å, forces in eV/Å.

Summary:
E_tot in Eh: -2006.4358
Relative energy (zero: lowest compared OMol25 entry of this formula, charge and spin) in eV: 2.977
Total charge: -1

From a Mulliken analysis of the wavefunction, the atomic charges in e read: -1.065 1.702 -0.417 0.332 0.039 1.803 -0.393 -1.024 -1.494 -0.994 -0.783 0.295 0.494 0.593 1.230 0.299 -0.806 -0.643 -0.787 -0.387 0.375 0.968 0.371 0.350 0.286 0.393 -0.517 -0.592 -1.023 -0.251 -0.034 0.522 0.389 0.495 0.495 -0.093 -1.402 0.351 -0.487 -0.726 0.154 0.591 0.605 0.393 0.403 0.059 -0.702 -0.750 -0.759 -0.478 0.299 0.369 0.393 0.437 1.121 -0.067 -0.701 -0.138 -0.769 -0.643 0.260 0.719 0.559 0.384 0.504 0.432 -0.460 -0.271 -1.212 -0.222 -0.320 0.387 0.360 0.426 0.453 0.742 -0.510 -0.768 -0.803 -0.658 -0.344 0.490 0.327 0.514 0.425 0.695 -0.330 -0.717 -1.018 -0.507 0.185 0.303 0.372 0.332 0.586

4.
Density functional theory data (ωB97M-V/def2-TZVPD) for a cluster of 2 separate species, C2HFINO2 in total in a non-equilibrium geometry.

Structure (XYZ):
```
8
Properties=species:S:1:pos:R:3:forces:R:3
O -1.001 0.095 2.171 -0.204 -0.123 -0.985
N -0.503 -0.654 1.399 0.465 -0.242 1.287
O -0.832 -0.906 0.253 -1.684 0.270 -0.363
I -2.646 0.300 -0.633 0.573 -0.340 0.465
C 1.635 0.420 -0.270 0.175 1.301 2.214
C 1.043 -0.029 -1.197 -0.023 0.623 -2.988
F 0.575 -0.187 -2.410 0.333 -0.534 1.476
H 1.729 0.962 0.687 0.364 -0.956 -1.107
```
Positions in Å, forces in eV/Å.

Summary:
E_tot in Eh: -679.3427
Relative energy (zero: lowest compared OMol25 entry of this formula, charge and spin) in eV: 3.095
Total charge: 0
SMILES: O=NOI.C#CF

From a Mulliken analysis of the wavefunction, the atomic charges in e read: -0.392 0.617 -0.346 0.091 -0.178 0.089 -0.208 0.327

Which formula does entry 4 have? C2HFINO2

Among the records above, which one has the highest total charge? C34H51ClIN3O10PS